(1)
C7H13N2OS | wB97M-V/def2-TZVPD

Output
Highest occupied orbital energy (spin up / spin down) ... -11.2 / -11.2 eV
HOMO-LUMO gap (spin up / spin down) ... 0.171 / 0.171 Eh
Relative energy (zero: lowest compared OMol25 entry of this formula, charge and spin) ... 126.4 kcal/mol

```
! wB97M-V def2-TZVPD RIJCOSX def2/J DEFGRID3
* xyz 1 1
C 0.965 -0.147 -1.066
C -0.787 1.385 0.059
C 1.848 0.652 2.114
C -0.852 -0.951 0.586
C -0.834 -2.894 -0.822
C 0.063 0.178 0.146
C 1.476 0.278 0.900
N 2.120 -0.220 -0.204
N -1.668 1.454 -1.170
O -0.409 -2.196 0.162
S 3.826 -0.233 -0.562
H 0.804 -1.046 -1.590
H 1.146 0.659 -1.777
H -1.525 1.594 0.912
H -0.135 2.167 0.032
H 1.224 1.052 2.952
H 2.911 0.575 2.418
H -0.867 -0.876 1.679
H -1.799 -0.764 0.200
H -0.338 -3.778 -0.952
H -1.564 -2.630 -1.514
H -1.179 1.975 -1.839
H -2.481 2.022 -0.951
H 3.755 -1.435 -1.213
*
```


(2)
C3H16NO4 | wB97M-V/def2-TZVPD

Output
Highest occupied orbital energy ... -12.9 eV
HOMO-LUMO gap ... 0.377 Eh
Relative energy (zero: lowest compared OMol25 entry of this formula, charge and spin) ... 66.0 kcal/mol

```
! wB97M-V def2-TZVPD RIJCOSX def2/J DEFGRID3
* xyz 1 1
C -1.008 -2.992 -0.019
C -0.295 -1.709 -0.064
C -0.814 -0.531 -0.567
N 0.043 0.768 -0.577
H -1.061 -3.470 1.033
H -2.099 -2.911 -0.083
H -0.534 -3.745 -0.723
H 0.878 -1.951 0.040
H -1.570 -0.302 -1.172
H -0.576 1.552 -0.370
H 0.849 0.723 0.151
H 0.504 0.930 -1.461
H 3.340 0.938 1.587
H 2.473 -0.114 1.437
O 2.637 0.712 1.092
H -0.330 -0.612 3.238
H -0.040 0.831 2.907
O -0.124 -0.001 2.395
H -3.359 0.472 -1.116
H -3.482 1.582 0.092
O -2.920 0.994 -0.477
H 2.574 2.590 -1.973
H 1.766 1.740 -3.043
O 2.042 1.765 -2.085
*
```


(3)
C3H7N2O2 | wB97M-V/def2-TZVPD

Output
Highest occupied orbital energy (spin up / spin down) ... -9.6 / -16.0 eV
HOMO-LUMO gap (spin up / spin down) ... 0.226 / 0.354 Eh
Relative energy (zero: lowest compared OMol25 entry of this formula, charge and spin) ... 48.4 kcal/mol

```
! wB97M-V def2-TZVPD RIJCOSX def2/J DEFGRID3
* xyz 1 3
C -0.695 1.271 0.101
C -1.357 0.114 0.177
C 1.219 -0.205 -0.276
N 0.672 1.120 -0.197
N -0.053 -1.058 -0.014
O -2.418 -0.638 0.304
O 2.209 -0.415 0.633
H -1.084 2.278 0.218
H 1.427 -0.522 -1.263
H 1.126 1.870 -0.540
H -0.149 -1.547 0.868
H -0.383 -1.704 -0.749
H -2.858 -0.908 -0.512
H 2.345 0.346 1.250
*
```


(4)
C6H12O4 | wB97M-V/def2-TZVPD

Output
Structure (SMILES) ... CC(=O)C(O)(O)C(C)(C)O
Highest occupied orbital energy ... -9.1 eV
HOMO-LUMO gap ... 0.359 Eh
Relative energy (zero: lowest compared OMol25 entry of this formula, charge and spin) ... 37.6 kcal/mol

```
! wB97M-V def2-TZVPD RIJCOSX def2/J DEFGRID3
* xyz 0 1
C 2.008 -1.345 -0.220
C 1.434 -0.298 0.692
O 2.043 0.127 1.667
C 0.481 0.818 -0.032
O 0.890 1.054 -1.354
O 0.556 1.958 0.747
C -0.869 0.125 0.033
C -1.972 0.955 0.630
C -1.282 -0.637 -1.202
O -0.397 -0.920 1.242
H 2.800 -1.889 0.295
H 2.420 -0.896 -1.120
H 1.256 -2.072 -0.522
H 1.248 1.950 -1.385
H 1.160 1.726 1.488
H -2.861 0.348 0.798
H -2.216 1.756 -0.071
H -1.649 1.408 1.563
H -1.352 0.064 -2.035
H -2.251 -1.109 -1.049
H -0.543 -1.384 -1.473
H -0.904 -1.738 1.310
*
```


In the order shown, the computed max |F| values come out to 0.0901; 0.1351; 0.1739; 0.0666 Eh/bohr.
In the order shown, the computed DFT total energy values come out to -23320.952; -13042.273; -10286.727; -14605.580 eV.